Entry 1:
DFT (ωB97M-V with the def2-TZVPD basis set) results for 8 unconnected molecules or ions with the total composition C4H26N2O7S.

```
40
Properties=species:S:1:pos:R:3:nbo_charge:R:1
N 0.46 -1.84 3.18 -0.843
C 1.14 -0.54 3.07 -0.243
C 1.97 -0.41 1.80 -0.241
N 1.19 -0.11 0.60 -0.653
C 2.13 0.29 -0.49 -0.233
C 1.53 0.05 -1.86 -0.518
S 2.65 0.70 -3.13 -0.036
H -0.40 -1.85 2.66 0.351
H 1.12 -2.55 2.93 0.353
H 0.35 0.21 3.12 0.214
H 1.73 -0.39 3.98 0.193
H 2.82 0.27 1.96 0.199
H 2.47 -1.39 1.69 0.167
H 0.87 -1.00 0.24 0.382
H 2.24 1.35 -0.38 0.187
H 3.16 -0.02 -0.29 0.191
H 0.51 0.38 -1.80 0.229
H 1.51 -0.99 -2.16 0.214
H 2.82 1.98 -2.78 0.120
O -3.18 2.21 -1.67 -0.961
H -4.10 2.34 -1.40 0.482
H -2.88 1.55 -1.04 0.498
O -0.99 3.33 -0.59 -1.003
H -0.80 4.27 -0.51 0.483
H -1.78 3.16 -1.13 0.514
O -3.00 1.06 0.81 -0.997
H -2.07 1.39 0.93 0.506
H -3.41 1.49 1.57 0.484
O -0.56 1.84 1.69 -1.016
H -0.62 2.55 1.04 0.500
H -0.02 1.13 1.27 0.503
O -1.11 -1.98 -0.18 -0.997
H -1.43 -2.07 0.73 0.501
H -1.82 -2.15 -0.81 0.486
O -2.92 -1.42 1.95 -0.992
H -2.80 -0.51 1.63 0.503
H -2.59 -1.52 2.85 0.474
O 0.14 -4.39 -2.30 -0.943
H 0.31 -3.95 -1.46 0.478
H 0.21 -3.71 -2.98 0.467
```

As for the SMILES: NCCNCCS.O.O.O.O.O.O.O. The LUMO energy comes out at 0.0107 Ha. The frontier orbital gap comes out at 9.5 eV. The calculation puts the energy relative to the best compared isomer or geometry (same formula, charge and spin) at 0.327 eV. As for the strongest force on any atom: 1.35 eV/A. Its net charge is 0.

=====

Entry 2:
DFT (ωB97M-V with the def2-TZVPD basis set) results for 9 unconnected molecules or ions with the total composition C4H26N2O9S.

```
42
Properties=species:S:1:pos:R:3:nbo_charge:R:1
N -1.14 1.71 1.92 -0.874
C -0.94 0.73 0.91 0.777
O -1.70 0.46 -0.05 -0.716
N 0.26 -0.01 0.87 -0.648
C 1.03 -0.37 2.05 -0.236
C 0.21 -0.56 3.35 -0.463
C -0.78 -1.69 3.34 -0.540
S -0.09 -3.34 3.20 -0.030
H -1.84 2.38 1.50 0.394
H -0.25 2.23 2.13 0.435
H 0.21 -0.71 0.12 0.410
H 1.58 -1.31 1.80 0.229
H 1.70 0.58 2.00 0.216
H 0.88 -0.48 4.19 0.226
H -0.34 0.30 3.56 0.237
H -1.50 -1.66 4.24 0.225
H -1.57 -1.61 2.55 0.221
H -1.20 -3.70 2.49 0.125
O 0.77 -2.62 -1.19 -0.969
H -0.04 -2.62 -1.84 0.496
H 0.35 -3.06 -0.47 0.471
O -1.64 -2.08 -0.99 -1.002
H -1.37 -1.24 -0.65 0.502
H -2.44 -2.40 -0.65 0.487
O 2.54 -0.30 -2.94 -0.944
H 2.48 -1.20 -3.04 0.487
H 1.79 0.11 -3.34 0.485
O 0.90 3.69 1.83 -0.971
H 0.21 4.21 1.36 0.488
H 1.47 3.22 1.13 0.513
O 0.11 3.28 -0.72 -0.936
H 0.49 2.62 -1.34 0.486
H -0.45 2.75 -0.27 0.452
O -0.25 0.25 -4.21 -0.970
H -1.16 0.30 -4.28 0.485
H 0.12 1.09 -4.44 0.470
O 2.79 1.48 -1.06 -0.993
H 3.67 1.32 -1.13 0.466
H 2.27 0.72 -1.52 0.499
O -2.64 -0.59 -3.49 -0.955
H -2.17 -0.83 -2.68 0.501
H -2.32 -1.04 -4.23 0.464
```

As for the SMILES: NC(=O)NCCCS.O.O.O.O.O.O.O.O. The LUMO energy comes out at 0.0076 Ha. The frontier orbital gap comes out at 9.5 eV. The calculation puts the energy relative to the best compared isomer or geometry (same formula, charge and spin) at 2.688 eV. As for the strongest force on any atom: 6.06 eV/A. Its net charge is 0.

=====

Entry 3:
DFT (ωB97M-V with the def2-TZVPD basis set) results for 8 unconnected molecules or ions with the total composition C4H26N3O7.

```
40
Properties=species:S:1:pos:R:3:nbo_charge:R:1
C -1.43 0.41 0.70 -0.238
C -0.79 1.49 -0.16 -0.446
C -0.67 2.78 0.70 -0.263
N 2.01 1.74 1.34 -0.849
C 1.11 2.28 2.23 0.279
N -0.10 2.60 2.02 -0.522
N -0.47 -0.33 1.57 -0.720
H -1.98 -0.25 0.03 0.247
H -2.25 0.81 1.31 0.226
H -1.37 1.65 -1.06 0.244
H 0.23 1.15 -0.37 0.201
H -1.70 3.13 0.85 0.206
H -0.14 3.60 0.20 0.202
H 3.01 1.69 1.48 0.411
H 1.87 1.88 0.35 0.389
H 1.43 2.21 3.28 0.185
H -0.50 0.10 2.50 0.439
H 0.54 -0.22 1.33 0.472
H -0.62 -1.35 1.64 0.473
H -3.85 -2.15 1.19 0.479
H -4.48 -0.93 0.75 0.484
O -3.59 -1.31 0.80 -0.956
H 2.45 0.01 -1.31 0.498
H 3.99 0.01 -1.76 0.498
O 3.27 -0.50 -1.39 -0.995
H 2.71 -1.24 0.27 0.515
H 2.69 -2.10 1.48 0.488
O 2.11 -1.49 1.01 -1.005
H 0.86 0.76 -2.53 0.504
H 0.88 2.08 -1.76 0.476
O 1.47 1.39 -2.07 -0.983
H -1.63 -2.93 -2.06 0.480
H -1.98 -2.49 -3.44 0.483
O -1.21 -2.73 -2.91 -0.929
H 0.08 -0.32 -3.81 0.481
H -0.86 -0.96 -2.90 0.498
O -0.53 -0.05 -3.10 -0.971
H 0.59 -3.25 0.97 0.510
H -0.86 -3.95 1.22 0.498
O -0.27 -3.21 1.40 -0.986
```

The LUMO energy comes out at -0.1015 Ha. The frontier orbital gap comes out at 9.5 eV. The calculation puts the energy relative to the best compared isomer or geometry (same formula, charge and spin) at 1.105 eV. As for the strongest force on any atom: 2.25 eV/A. Its net charge is +1.

=====

Entry 4:
DFT (ωB97M-V with the def2-TZVPD basis set) results for 10 unconnected molecules or ions with the total composition C4H26NO11.

```
42
Properties=species:S:1:pos:R:3:nbo_charge:R:1
O -1.02 -1.59 -0.93 -0.606
C -0.88 -0.45 -0.55 0.484
C -0.92 -0.05 0.93 -0.217
C -2.40 -0.39 1.30 -0.625
N -0.71 1.40 0.93 -0.687
C -0.57 1.89 2.32 0.084
O 0.39 1.39 3.21 -0.741
H -0.81 0.37 -1.27 0.150
H -0.50 -0.77 1.64 0.229
H -2.70 -0.05 2.30 0.212
H -2.69 -1.44 1.31 0.233
H -3.20 -0.07 0.63 0.203
H 0.15 1.70 0.40 0.433
H -0.37 2.99 2.30 0.160
H -1.55 1.78 2.80 0.152
H -0.34 -3.10 2.08 0.477
H -1.17 -2.70 0.79 0.490
O -1.14 -3.24 1.60 -0.978
H 1.35 -0.68 -3.62 0.502
H 0.79 -1.89 -3.13 0.458
O 1.33 -1.63 -3.89 -0.977
H 1.32 -2.81 -0.07 0.484
H 1.27 -4.40 -0.09 0.472
O 1.81 -3.63 -0.21 -0.955
H 1.82 -0.31 1.42 0.480
H 2.96 -0.60 2.44 0.478
O 2.25 -0.99 1.91 -0.957
H -1.48 2.91 -1.20 0.484
H -2.67 2.88 -0.35 0.464
O -2.16 3.52 -0.88 -0.949
H 2.20 0.57 -1.95 0.460
H 0.92 1.38 -1.66 0.506
O 1.35 0.68 -2.37 -1.066
H 1.25 1.53 2.79 0.480
H 3.67 2.16 0.62 0.464
O 2.88 1.73 0.94 -1.039
H -1.63 -2.40 -3.06 0.471
H -1.31 -1.45 -4.07 0.472
O -2.09 -1.89 -3.73 -0.945
H 2.20 1.86 0.21 0.509
H 1.37 3.32 -1.08 0.469
O 1.03 2.47 -0.76 -1.217
```

The LUMO energy comes out at 0.1052 Ha. The frontier orbital gap comes out at 9.3 eV. The calculation puts the energy relative to the best compared isomer or geometry (same formula, charge and spin) at 3.353 eV. As for the strongest force on any atom: 3.00 eV/A. Its net charge is -1.

=====

Entry 5:
DFT (ωB97M-V with the def2-TZVPD basis set) results for 9 unconnected molecules or ions with the total composition C4H26O11.

```
41
Properties=species:S:1:pos:R:3:nbo_charge:R:1
O 4.65 -0.25 -0.60 -0.732
C 4.45 -1.01 0.59 -0.101
C 3.12 -1.71 0.58 -0.104
O 2.89 -2.59 -0.50 -0.726
H 4.04 0.49 -0.62 0.470
H 5.29 -1.70 0.61 0.187
H 4.62 -0.30 1.39 0.182
H 2.30 -0.99 0.59 0.180
H 2.95 -2.28 1.49 0.176
H 3.12 -2.17 -1.34 0.466
O -2.44 1.06 1.01 -0.753
C -2.41 2.53 1.14 -0.082
C -3.70 3.26 0.80 -0.072
O -4.06 3.01 -0.47 -0.709
H -1.52 0.81 1.06 0.491
H -2.22 2.83 2.17 0.164
H -1.51 2.85 0.62 0.174
H -3.47 4.32 0.85 0.153
H -4.51 3.09 1.51 0.155
H -4.52 3.77 -0.83 0.466
O 0.08 1.73 -1.69 -0.971
H -0.39 0.95 -1.98 0.493
H -0.56 2.44 -1.79 0.470
O -0.09 -0.47 0.54 -1.003
H -0.06 -0.93 -0.30 0.497
H 0.00 -1.16 1.19 0.497
O -1.56 -3.00 -0.96 -0.969
H -0.89 -2.61 -1.52 0.479
H -1.52 -2.50 -0.14 0.466
O 0.37 -1.63 -2.13 -0.951
H 0.11 -1.59 -3.05 0.495
H 1.32 -1.73 -2.15 0.486
O 0.03 -2.78 1.85 -0.946
H 0.55 -3.45 1.40 0.494
H 0.45 -2.70 2.71 0.482
O -2.01 -0.06 -2.42 -0.969
H -2.46 -0.30 -1.61 0.500
H -2.49 -0.53 -3.11 0.477
O 0.48 1.82 2.04 -0.966
H 0.45 1.07 1.44 0.490
H 1.10 2.42 1.63 0.466
```

As for the SMILES: OCCO.OCCO.O.O.O.O.O.O.O. The LUMO energy comes out at 0.0040 Ha. The frontier orbital gap comes out at 9.6 eV. The calculation puts the energy relative to the best compared isomer or geometry (same formula, charge and spin) at 0.972 eV. As for the strongest force on any atom: 3.33 eV/A. Its net charge is 0.

=====

Entry 6:
DFT (ωB97M-V with the def2-TZVPD basis set) results for 11 unconnected molecules or ions with the total composition C4H26O14.

```
44
Properties=species:S:1:pos:R:3:nbo_charge:R:1
O -0.73 -1.47 -1.59 -0.616
C -1.34 -2.33 -1.00 0.814
O -1.99 -3.32 -1.61 -0.675
C -1.61 -2.40 0.48 -0.529
C -2.38 -1.12 0.82 -0.473
C -1.51 0.09 1.18 0.839
O -2.12 1.21 0.92 -0.581
O -0.37 -0.03 1.60 -0.394
H -1.95 -3.35 -2.59 0.528
H -0.64 -2.56 0.95 0.260
H -2.18 -3.30 0.72 0.274
H -3.29 -1.25 1.40 0.295
H -2.68 -0.75 -0.17 0.281
H -1.59 2.06 0.98 0.544
H 0.28 2.40 3.35 0.453
H -1.10 2.99 3.27 0.456
O -0.23 3.16 3.65 -0.904
H 2.90 -2.01 -1.40 0.478
H 2.39 -3.57 -1.40 0.498
O 2.28 -2.67 -1.70 -0.968
H 1.00 3.63 -0.41 0.489
H 2.23 3.10 0.33 0.513
O 1.30 2.91 0.16 -0.982
H -0.72 -1.67 -3.40 0.477
H -0.24 -2.88 -3.98 0.457
O -0.81 -2.14 -4.25 -0.943
H -3.81 2.87 -0.86 0.484
H -3.42 1.71 -1.78 0.482
O -3.07 2.50 -1.35 -0.959
H 2.19 0.67 2.43 0.474
H 1.48 0.61 1.24 0.465
O 2.24 1.12 1.57 -0.830
H 2.02 -1.53 0.50 0.466
H 1.09 -1.54 1.65 0.466
O 1.75 -2.11 1.23 -0.811
H -1.62 3.77 -0.77 0.522
H -0.52 3.28 0.31 0.483
O -1.40 3.64 0.15 -0.965
H 3.62 -0.73 1.10 0.466
H 4.66 -1.02 2.28 0.491
O 4.52 -0.96 1.33 -0.825
H 1.59 1.25 -1.04 0.468
H 1.84 0.43 -2.37 0.477
O 1.93 1.29 -1.93 -0.945
```

The LUMO energy (spin up / spin down) comes out at -0.1343 / -0.3914 Ha. The frontier orbital gap (spin up / spin down) comes out at 10.2 / 3.2 eV. As for the strongest force on any atom: 2.40 eV/A. Its net charge is +1. As for the spin multiplicity: 2.